<P>
{
  "formula": "C6H11NO",
  "method": "the ωB97M-V functional and the def2-TZVPD basis",
  "smiles": "Cc1c[nH]cc1C.O",
  "homo_lumo_gap_ev": 9.1184,
  "homo_ev": -8.244,
  "species": ["C", "C", "C", "N", "C", "C", "C", "H", "H", "H", "H", "H", "H", "H", "H", "H", "O", "H", "H"],
  "coordinates": [[1.108, 0.134, -1.943], [-0.014, -0.007, -0.958], [-1.281, 0.512, -1.046], [-1.973, 0.176, 0.087], [-1.156, -0.542, 0.914], [0.063, -0.692, 0.293], [1.174, -1.553, 0.826], [1.381, 1.197, -2.073], [0.821, -0.174, -2.946], [1.981, -0.437, -1.638], [-1.730, 1.081, -1.844], [-2.947, 0.392, 0.194], [-1.593, -0.987, 1.790], [1.467, -1.213, 1.829], [0.893, -2.605, 0.863], [2.091, -1.414, 0.263], [-0.130, 2.285, 2.113], [-0.824, 1.988, 1.517], [0.668, 1.860, 1.757]]
}


<Q>
{
  "formula": "C6H11NO",
  "method": "the ωB97M-V functional and the def2-TZVPD basis",
  "smiles": "[H]/N=C(\\C)C(C)=O.C=C",
  "homo_lumo_gap_ev": 9.7170,
  "homo_ev": -9.136,
  "species": ["H", "N", "C", "C", "C", "C", "O", "H", "H", "H", "H", "H", "H", "C", "C", "H", "H", "H", "H"],
  "coordinates": [[1.322, 1.453, 2.293], [1.312, 1.034, 1.361], [0.197, 1.093, 0.775], [-1.055, 1.754, 1.255], [0.135, 0.595, -0.848], [1.497, 0.171, -1.319], [-0.660, 1.188, -1.546], [-1.928, 1.472, 0.665], [-1.338, 1.469, 2.269], [-1.005, 2.839, 1.172], [1.792, -0.728, -0.781], [1.472, -0.032, -2.387], [2.224, 0.945, -1.084], [-0.832, -1.583, -0.322], [-0.450, -2.847, -0.378], [-1.773, -1.237, -0.727], [-0.321, -0.779, 0.386], [-1.073, -3.610, -0.824], [0.484, -3.197, 0.039]]
}


<R>
{
  "formula": "C6H11NO",
  "method": "the ωB97M-V functional and the def2-TZVPD basis",
  "homo_lumo_gap_ev": 7.8766,
  "homo_ev": -8.377,
  "species": ["C", "C", "C", "C", "C", "C", "H", "H", "H", "H", "H", "H", "H", "H", "H", "H", "H", "N", "O"],
  "coordinates": [[-1.244, -0.437, 0.554], [-1.691, 1.124, 0.109], [-0.246, 1.774, -0.242], [0.404, 0.411, -0.674], [1.594, -0.565, -0.449], [0.344, -0.426, 0.561], [-1.151, -2.468, 0.328], [-2.507, -2.194, -0.494], [-1.708, -0.711, 1.451], [-2.273, 1.742, 0.874], [-2.482, 1.090, -0.545], [0.153, 2.212, 0.582], [-0.460, 2.586, -0.949], [-0.022, 0.175, -1.588], [1.841, -1.489, -0.965], [3.744, -0.774, 0.113], [0.525, 0.116, 1.636], [-1.573, -1.702, -0.375], [2.548, 0.042, 0.378]]
}


Quick ranking, most stable first: <P>, <Q>, <R>.